18
Properties=species:S:1:pos:R:3:forces:R:3 method="wB97M-V/def2-TZVPD" smiles=[O-]CCCCCO max_force_ev_per_a=0.9 relative_energy_kcal_mol=58.40 total_charge=-1 energy_ha=-347.5566 gap_ev=5.4
O 3.107225 -0.207419 -1.365282 -0.12 0.06 -0.12
C 2.063370 0.252048 -0.650758 0.73 -0.53 -0.06
C 1.239286 -0.874077 -0.003905 -0.57 -0.12 0.48
C 0.136316 -0.466199 1.003599 0.05 -0.34 -0.35
C -0.681304 0.758383 0.603898 -0.08 0.09 0.43
C -1.725352 0.468103 -0.441012 0.15 -0.21 0.10
O -2.664758 -0.502641 0.055288 -0.23 0.08 -0.34
H 1.344436 0.867313 -1.252272 -0.06 0.18 0.01
H 2.395610 0.902866 0.207864 -0.26 0.27 0.06
H 1.920482 -1.563950 0.502540 0.17 0.12 0.00
H 0.773554 -1.489127 -0.776031 0.01 0.06 -0.37
H -0.534816 -1.321807 1.105565 -0.18 0.02 0.14
H 0.533030 -0.309332 2.000277 0.37 0.20 0.19
H -0.019871 1.525291 0.214205 0.14 0.12 -0.15
H -1.154498 1.211485 1.481731 -0.18 -0.15 0.04
H -1.205660 0.059934 -1.313236 -0.15 0.13 -0.18
H -2.267213 1.384627 -0.690249 0.06 0.05 -0.22
H -3.259838 -0.695501 -0.682221 0.16 -0.05 0.32



20
Properties=species:S:1:pos:R:3:forces:R:3 method="wB97M-V/def2-TZVPD" smiles="CC(C)CC[P@H](=O)[O-]" max_force_ev_per_a=4.4 relative_energy_kcal_mol=0.00 total_charge=-1 energy_ha=-689.6043 gap_ev=8.0
C 0.995210 0.985226 -0.907512 -2.32 0.79 -1.74
C 0.722158 -0.307244 -0.193614 1.04 -3.20 -2.76
C 2.050205 -1.098705 -0.096097 0.63 -0.62 -0.96
C 0.092667 -0.312352 1.155017 -2.40 2.38 -0.10
C -1.200154 0.522379 0.983619 -1.04 2.46 0.07
P -2.415180 0.091230 -0.328149 -0.25 0.15 0.84
O -3.559738 1.019430 -0.418074 -0.14 2.03 -0.02
O -2.842002 -1.299917 -0.216443 0.24 -3.11 0.33
H 1.357805 1.713498 -0.227009 1.30 0.83 0.39
H -0.019843 1.467104 -1.200902 1.67 -0.86 0.15
H 1.564475 0.809666 -1.888277 -0.45 0.46 1.68
H 0.083694 -0.865253 -1.009063 0.77 0.55 2.10
H 2.860386 -0.374375 0.122832 -0.05 -0.64 -0.21
H 2.282156 -1.770235 -0.972436 -0.02 1.40 0.09
H 2.076968 -1.896975 0.633517 -0.38 0.22 0.97
H -0.353099 -1.273289 1.383319 0.88 -0.56 0.44
H 0.736944 0.191762 1.933625 -0.42 -1.02 -0.56
H -1.026621 1.637311 0.736378 0.09 -1.47 0.63
H -1.930650 0.536588 1.794536 0.50 -0.07 0.80
H -1.475382 0.224152 -1.285275 0.35 0.29 -2.10



14
Properties=species:S:1:pos:R:3:forces:R:3 method="wB97M-V/def2-TZVPD" smiles="C/C([O-])=C/C1=C[NH2+]1" max_force_ev_per_a=0.7 relative_energy_kcal_mol=90.31 energy_ha=-324.5806 gap_ev=8.2
C -2.038499 0.386036 1.530028 -0.06 0.01 -0.01
C -0.773225 -0.175117 0.915712 -0.14 -0.08 0.18
O -0.203832 -1.123422 1.446818 -0.21 0.16 -0.07
C -0.247490 0.448810 -0.288010 0.16 -0.08 0.10
C 0.943277 -0.090070 -0.632478 0.15 -0.04 0.09
C 1.999560 -0.904586 -0.518158 -0.36 -0.20 0.25
N 1.911387 0.024873 -1.738612 0.03 0.47 -0.55
H -2.694008 -0.453518 1.793236 0.11 0.27 -0.04
H -2.550557 1.077185 0.849421 0.05 -0.14 0.24
H -1.766488 0.910737 2.457064 -0.13 -0.10 -0.24
H -0.705362 1.289908 -0.794895 0.11 -0.16 0.09
H 2.022502 -1.982212 -0.606548 0.25 0.16 -0.13
H 2.536587 0.822532 -1.752344 0.03 -0.15 -0.03
H 1.566148 -0.231155 -2.661234 0.00 -0.11 0.12



10
Properties=species:S:1:pos:R:3:forces:R:3 method="wB97M-V/def2-TZVPD" smiles="C1C[N@H+]2N=C12" max_force_ev_per_a=4.7 relative_energy_kcal_mol=152.60 total_charge=+1 energy_ha=-226.3492 gap_ev=10.6
C -0.276744 -0.144460 1.009980 -2.70 -0.73 1.97
C -0.312045 0.796576 -0.227726 -0.19 -2.59 0.05
N 0.169225 -0.428779 -1.009017 -1.06 0.88 -4.45
N 1.595151 -0.946745 -0.458567 0.59 0.11 -0.16
C 0.578998 -1.032567 0.235839 -0.40 -0.44 -1.36
H -1.222712 -0.644830 1.425135 1.23 1.06 -0.92
H 0.290012 0.284095 1.753319 0.93 0.73 2.34
H -1.226439 1.265902 -0.515079 -0.71 -0.23 -0.51
H 0.448338 1.497135 -0.139591 1.53 1.38 0.00
H -0.043784 -0.646327 -2.074293 0.78 -0.16 3.04



7
Properties=species:S:1:pos:R:3:forces:R:3 method="wB97M-V/def2-TZVPD" max_force_ev_per_a=3.3 relative_energy_kcal_mol=0.00 energy_ha=-819.4373 gap_ev=10.1
N 0.949694 -0.081506 0.656244 -0.83 -0.69 2.46
O -1.196764 -0.542083 1.922781 -0.24 -0.08 0.35
Si 0.110468 0.219264 -0.865518 2.81 -1.47 -0.83
S 0.244485 -0.432307 1.980985 1.04 0.61 -2.50
H -0.929999 -0.739263 -1.110127 -0.37 -0.70 -0.29
H 1.339436 0.138739 -1.884545 -1.66 0.24 0.88
H -0.517321 1.437156 -0.699821 -0.76 2.09 -0.07